Entry 1:
Below is C7H14N2Si in the gas phase at a distorted geometry, with properties calculated with ωB97M-V with the def2-TZVPD basis set.

Calculated values
2S+1 ... 3
Net charge ... 0
HOMO-LUMO gap (alpha / beta) ... 6.0 / 7.9 eV
Energy above the lowest of the compared OMol25 structures with the same formula, charge and spin ... 26.6 kcal per mole
LUMO (alpha / beta) ... 0.027 / -0.036 hartree
<S²> ... 2.026
Electronic energy ... -673.910099 a.u.
Strongest force on any atom ... 4.30 eV Å⁻¹
HOMO (alpha / beta) ... -5.3 / -8.9 eV

Each line ends with the Löwdin charge.
Element x y z (Å)
C1 -0.41854 -2.91813 -1.22653  -0.294
C2 0.56614 -2.86043 -0.24569  -0.056
C3 0.12670 -0.61463 -0.43866  -0.082
C4 1.81101 -1.30309 1.16465  -0.034
C5 -1.32955 1.50448 -1.59014  -0.190
C6 1.10085 2.35602 0.05519  -0.174
C7 -1.63868 1.17955 1.31743  -0.164
N1 -1.06190 -1.84716 -1.51263  0.144
N2 0.79727 -1.57070 0.17047  -0.256
Si1 -0.36643 1.16582 -0.08004  0.494
H1 -0.73490 -3.78100 -1.66952  0.067
H2 0.91402 -3.66556 0.43580  0.126
H3 2.64293 -1.87798 0.89065  0.070
H4 2.26154 -0.35986 1.06002  0.063
H5 1.34027 -1.53923 2.15272  0.117
H6 -0.84254 0.98071 -2.34744  0.013
H7 -2.24224 1.10524 -1.62551  -0.014
H8 -1.45937 2.58592 -1.68436  0.053
H9 1.94819 2.43669 -0.68640  0.061
H10 0.65721 3.32355 0.16003  0.016
H11 1.62655 2.14777 0.92831  -0.019
H12 -2.56345 1.43680 0.76649  0.039
H13 -1.66150 0.27006 1.84637  0.001
H14 -1.47355 1.84517 2.15880  0.020

Atoms 1-6, force components in eV/Å:
0.28 1.68 1.04
0.67 -1.24 0.90
-3.04 0.45 -3.01
-1.79 -1.04 0.50
2.11 2.42 0.90
0.26 -0.48 -1.59

***

Entry 2:
Below is ClH3NP in the gas phase at a distorted geometry, with properties calculated with ωB97M-V with the def2-TZVPD basis set.

Calculated values
2S+1 ... 1
Net charge ... 0
SMILES string ... NPCl
HOMO-LUMO gap ... 9.8 eV
Energy above the lowest of the compared OMol25 structures with the same formula, charge and spin ... 23.1 kcal per mole
LUMO ... 0.009 hartree
Electronic energy ... -858.073157 a.u.
Strongest force on any atom ... 3.77 eV Å⁻¹
HOMO ... -9.6 eV

Each line ends with the Löwdin charge.
Element x y z (Å)
N1 0.00412 0.58102 0.28039  -0.217
P1 0.02530 -0.96462 -1.23168  0.421
Cl1 1.40294 -0.06059 -2.44390  0.048
H1 -0.85400 1.06702 0.03111  -0.050
H2 -0.25246 0.02743 1.11014  -0.035
H3 0.88552 -1.64738 -0.39352  -0.166

Force components x, y, z for each atom (eV/Å):
-0.12 -2.73 -2.22
-0.55 3.05 2.14
0.03 -0.16 0.08
-0.10 0.11 0.00
0.10 0.18 -0.25
0.64 -0.45 0.24

***

Entry 3:
Below is a molecular structure, C20H10Cl52IN2 at a distorted geometry, with properties calculated with ωB97M-V with the def2-TZVPD basis set.

Calculated values
2S+1 ... 1
Net charge ... +1
HOMO-LUMO gap ... 7.5 eV
LUMO ... -0.170 hartree
Electronic energy ... -25104.711700 a.u.
Strongest force on any atom ... 5.23 eV Å⁻¹
HOMO ... -12.1 eV

Each line ends with the Löwdin charge.
Element x y z (Å)
C1 2.91820 -0.61378 -0.42588  -0.179
C2 2.29825 0.86881 -0.20860  -0.742
I1 1.68648 1.28864 1.83562  0.867
C3 1.17836 1.14536 -1.32278  -0.184
C4 -0.27882 0.62609 -0.94316  -0.099
C5 -0.52257 -0.71024 -0.14445  0.055
C6 -2.02142 -0.99356 0.05908  0.061
C7 -3.11572 -0.04871 -0.48723  -0.071
N1 -2.74077 1.11234 -1.17210  0.066
N2 -1.44948 1.32657 -1.34532  0.034
H1 3.28993 -1.01131 0.58247  0.024
H2 3.85272 -0.56187 -1.10457  0.103
H3 2.18097 -1.32024 -0.94707  0.058
H4 3.16444 1.59516 -0.44260  0.091
H5 1.49599 0.54033 -2.25719  0.144
H6 1.19590 2.24247 -1.66144  0.132
H7 0.32779 -1.36216 0.23371  0.108
H8 -2.35564 -1.92291 0.63689  0.125
H9 -4.22027 -0.31987 -0.32482  -0.046
H10 -1.23616 2.18902 -1.89036  0.186
C8 1.29917 0.98590 6.21618  -2.020
Cl1 0.44945 2.03335 5.05731  0.445
Cl2 0.22071 -0.32973 6.72586  0.530
Cl3 2.74600 0.30114 5.44449  0.486
Cl4 1.77998 1.94107 7.63278  0.541
C9 -7.74809 -0.53223 -0.96879  -1.968
Cl5 -8.22401 -1.84166 -2.06752  0.543
Cl6 -6.09827 -0.83555 -0.36443  0.562
Cl7 -7.78543 1.01530 -1.83970  0.521
Cl8 -8.87475 -0.46838 0.40038  0.518
C10 3.88945 5.00993 3.20745  -1.991
Cl9 3.47601 3.61257 4.22238  0.462
Cl10 2.41218 5.91656 2.81732  0.527
Cl11 5.01896 6.06413 4.08305  0.483
Cl12 4.65241 4.44526 1.70482  0.500
C11 9.31386 7.38434 4.38737  -1.985
Cl13 7.56549 7.08861 4.24222  0.425
Cl14 9.99448 7.72017 2.78099  0.510
Cl15 9.59292 8.77853 5.45197  0.537
Cl16 10.09750 5.94719 5.07326  0.506
C12 -5.53257 -0.40614 -4.98991  -1.978
Cl17 -6.96954 0.56446 -5.36954  0.539
Cl18 -5.95565 -2.13006 -5.03075  0.515
Cl19 -4.26043 -0.07438 -6.18806  0.488
Cl20 -4.93967 0.01909 -3.36787  0.494
C13 9.84258 2.40960 3.37849  -2.027
Cl21 11.27206 3.34710 2.89715  0.513
Cl22 8.42374 3.47745 3.43420  0.482
Cl23 9.56097 1.11185 2.19764  0.512
Cl24 10.11249 1.70046 4.98455  0.521
C14 7.50992 8.11905 -0.61588  -2.020
Cl25 7.42214 9.89069 -0.53155  0.527
Cl26 9.14688 7.62939 -1.10204  0.518
Cl27 7.13629 7.43137 0.97826  0.467
Cl28 6.33459 7.52375 -1.80892  0.508
C15 -3.09646 -4.33878 -7.28471  -2.009
Cl29 -1.54858 -4.67679 -8.08889  0.523
Cl30 -3.18551 -2.61286 -6.86871  0.448
Cl31 -4.43415 -4.75361 -8.37656  0.531
Cl32 -3.21861 -5.31111 -5.80265  0.491
C16 -12.64526 -1.78456 2.17250  -2.006
Cl33 -13.88372 -1.59570 3.43039  0.536
Cl34 -11.97287 -3.42727 2.24432  0.525
Cl35 -13.37335 -1.51102 0.57631  0.486
Cl36 -11.34605 -0.60028 2.43851  0.476
C17 4.48046 -4.51439 0.07837  -2.015
Cl37 4.76235 -6.12980 0.75694  0.517
Cl38 2.85059 -4.44495 -0.62953  0.512
Cl39 4.61790 -3.29696 1.36659  0.511
Cl40 5.68735 -4.18185 -1.18091  0.528
C18 -13.53597 2.27326 -1.35069  -2.016
Cl41 -15.28816 1.98664 -1.39226  0.526
Cl42 -12.80790 1.29773 -0.05661  0.458
Cl43 -12.82300 1.81161 -2.91150  0.512
Cl44 -13.22449 3.99542 -1.04359  0.518
C19 8.81117 -5.86953 2.55548  -2.016
Cl45 7.38922 -4.88008 2.15960  0.464
Cl46 8.36670 -7.58881 2.50720  0.521
Cl47 10.09792 -5.55683 1.37166  0.522
Cl48 9.38853 -5.45225 4.18235  0.524
C20 -3.71974 -9.55213 -4.51977  -2.031
Cl49 -5.45988 -9.87957 -4.65603  0.520
Cl50 -3.05751 -9.18851 -6.12724  0.508
Cl51 -3.46175 -8.16012 -3.44454  0.488
Cl52 -2.89926 -10.97721 -3.84931  0.521

Atoms 1-6, force components in eV/Å:
0.45 0.33 0.32
1.11 -0.37 -1.84
0.11 -0.18 -0.87
-0.40 -0.18 -0.48
-1.68 -2.40 1.40
-4.09 2.87 -1.53

***

Entry 4:
Below is C6H12O in the gas phase, with properties calculated with ωB97M-V with the def2-TZVPD basis set.

Calculated values
2S+1 ... 1
Net charge ... 0
SMILES string ... CCO[C@H]1C[C@H]1C
HOMO-LUMO gap ... 10.2 eV
Energy above the lowest of the compared OMol25 structures with the same formula, charge and spin ... 35.1 kcal per mole
LUMO ... 0.043 hartree
Electronic energy ... -311.003304 a.u.
Strongest force on any atom ... 0.23 eV Å⁻¹
HOMO ... -9.1 eV

Each line ends with the Löwdin charge.
Element x y z (Å)
C1 -2.57622 0.67243 -1.08941  -0.077
C2 -1.24144 -0.01814 -1.28944  -0.277
O1 -0.39288 0.50160 -0.29130  -0.123
C3 0.96273 0.20621 -0.40960  -0.315
C4 1.81625 0.93302 0.57189  -0.060
C5 1.64378 -0.56377 0.69280  -0.273
C6 0.83852 -1.14379 1.83085  -0.068
H1 -2.43070 1.75559 -1.14384  0.079
H2 -2.97262 0.43512 -0.09739  0.077
H3 -3.30767 0.37213 -1.84446  0.075
H4 -0.82915 0.20669 -2.28662  0.118
H5 -1.33875 -1.11207 -1.21110  0.123
H6 1.31399 0.07603 -1.43525  0.148
H7 1.25713 1.54450 1.27658  0.116
H8 2.76790 1.34810 0.25539  0.100
H9 2.50647 -1.15351 0.38620  0.130
H10 0.60267 -2.19792 1.64625  0.075
H11 1.38556 -1.08076 2.77826  0.076
H12 -0.10662 -0.60345 1.94092  0.077

Atoms 1-6, force components in eV/Å:
-0.05 -0.01 -0.01
-0.14 -0.04 -0.18
0.02 0.11 0.09
0.15 0.01 -0.13
0.12 0.15 0.05
0.06 -0.15 0.02

***

Entry 5:
Below is 8 unconnected molecules or ions with the total composition C27H53IO9 at a distorted geometry, with properties calculated with ωB97M-V with the def2-TZVPD basis set.

Calculated values
2S+1 ... 1
Net charge ... 0
SMILES string ... C[C@@H](I)CC1=CC(=O)c2ccccc2C1=O.CCO.CCO.CCO.CCO.CCO.CCO.CCO
HOMO-LUMO gap ... 8.7 eV
Energy above the lowest of the compared OMol25 structures with the same formula, charge and spin ... 0.0 kcal per mole
LUMO ... -0.017 hartree
Electronic energy ... -2035.352923 a.u.
Strongest force on any atom ... 1.04 eV Å⁻¹
HOMO ... -9.2 eV

Each line ends with the Löwdin charge.
Element x y z (Å)
C1 -0.94575 0.99930 0.78043  -0.156
C2 -1.33322 0.76675 -0.68014  -0.735
I1 -0.65653 2.35652 -1.97804  0.865
C3 -0.93950 -0.60497 -1.23628  -0.205
C4 0.47346 -0.75782 -1.74915  -0.175
C5 0.71610 -1.42351 -2.87965  0.069
C6 2.10735 -1.55710 -3.36861  -0.342
O1 2.50764 -2.52441 -3.96217  0.122
C7 2.98028 -0.40050 -3.05326  -0.097
C8 4.00250 0.00727 -3.90643  0.009
C9 4.76430 1.12232 -3.55816  -0.053
C10 4.52486 1.82032 -2.37453  -0.047
C11 3.51578 1.39673 -1.50924  0.007
C12 2.74760 0.29411 -1.86998  -0.108
C13 1.63333 -0.18129 -1.01065  -0.333
O2 1.67890 -0.15583 0.18941  0.132
H1 -0.01683 1.55867 0.82146  0.047
H2 -0.74389 0.06087 1.28326  0.069
H3 -1.69108 1.59968 1.29089  0.076
H4 -2.41153 0.81530 -0.74569  0.037
H5 -1.19773 -1.38989 -0.52910  0.129
H6 -1.57327 -0.76834 -2.10588  0.103
H7 -0.06689 -1.87022 -3.47294  0.131
H8 4.19182 -0.53644 -4.81827  0.119
H9 5.56117 1.45212 -4.20866  0.094
H10 5.10961 2.69087 -2.11493  0.088
H11 3.29876 1.91197 -0.58775  0.122
C14 -6.67033 -1.33107 -0.58295  -0.077
C15 -5.52455 -0.41569 -0.19821  -0.307
O3 -4.30280 -0.84019 -0.80826  -0.094
H12 -6.44256 -2.35665 -0.29201  0.061
H13 -7.59806 -1.02418 -0.09799  0.077
H14 -6.82789 -1.32607 -1.66465  0.075
H15 -5.36073 -0.43730 0.87887  0.094
H16 -5.74014 0.61798 -0.48981  0.112
H17 -4.42698 -0.81822 -1.76219  0.085
C16 -4.85887 -3.54614 2.24680  -0.087
C17 -4.22597 -2.52790 3.17577  -0.307
O4 -2.88704 -2.22711 2.78159  -0.085
H18 -4.27769 -4.46546 2.23076  0.068
H19 -5.88046 -3.77874 2.55772  0.080
H20 -4.88155 -3.16603 1.22369  0.052
H21 -4.17656 -2.91321 4.19371  0.111
H22 -4.81339 -1.60246 3.18818  0.089
H23 -2.92424 -1.87539 1.88555  0.066
C18 8.84627 3.40234 0.59673  -0.091
C19 7.36159 3.42202 0.28520  -0.317
O5 7.10468 3.91422 -1.02843  -0.101
H24 9.26752 4.40342 0.49816  0.074
H25 9.02941 3.04292 1.61031  0.073
H26 9.37689 2.75043 -0.10102  0.073
H27 6.83529 4.08507 0.96989  0.112
H28 6.93691 2.41775 0.38907  0.110
H29 7.55240 3.33003 -1.65028  0.050
C20 -5.22082 -7.70307 -0.12238  -0.092
C21 -5.22429 -6.25482 -0.57581  -0.321
O6 -4.07002 -5.55250 -0.12439  -0.093
H30 -5.16664 -7.75921 0.96516  0.075
H31 -6.12088 -8.22158 -0.45596  0.073
H32 -4.35214 -8.23059 -0.52316  0.072
H33 -6.08263 -5.72766 -0.16057  0.108
H34 -5.28602 -6.19631 -1.66795  0.107
H35 -3.29498 -5.99074 -0.48917  0.083
C22 9.64324 4.71543 -4.27051  -0.088
C23 9.21152 3.37228 -4.82839  -0.312
O7 8.23786 2.74173 -3.99539  -0.097
H36 10.05146 4.59646 -3.26631  0.074
H37 10.40123 5.17715 -4.90456  0.074
H38 8.79211 5.39655 -4.19994  0.076
H39 10.05688 2.68872 -4.88013  0.112
H40 8.80507 3.48914 -5.83788  0.110
H41 7.47308 3.32617 -3.95345  0.071
C24 -5.76485 2.93304 3.09929  -0.087
C25 -6.87812 1.90986 2.97105  -0.319
O8 -6.41851 0.58898 3.25034  -0.099
H42 -4.94309 2.68682 2.42589  0.071
H43 -6.12375 3.93554 2.86238  0.075
H44 -5.36480 2.94269 4.11575  0.073
H45 -7.26295 1.89055 1.95227  0.106
H46 -7.70630 2.15892 3.64263  0.108
H47 -6.08379 0.57637 4.15234  0.080
C26 -0.51517 -0.34183 5.00189  -0.089
C27 0.55742 0.48369 4.31435  -0.316
O9 0.11496 1.82287 4.08848  -0.090
H48 -1.42399 -0.36375 4.39987  0.061
H49 -0.18158 -1.36828 5.15994  0.076
H50 -0.76958 0.09157 5.97338  0.070
H51 0.79579 0.06047 3.33973  0.101
H52 1.47459 0.50170 4.91285  0.107
H53 -0.08871 2.20676 4.94625  0.074

Atoms 1-6, force components in eV/Å:
0.57 0.69 -0.53
-0.20 -0.60 0.68
-0.06 -0.10 0.08
0.17 0.41 -0.67
-0.63 -0.16 -0.20
0.21 0.24 0.18

***

Entry 6:
Below is a molecular structure, C33H37AsKN5O7S at a distorted geometry, with properties calculated with ωB97M-V with the def2-TZVPD basis set.

Calculated values
2S+1 ... 1
Net charge ... -2
HOMO-LUMO gap ... 6.8 eV
Energy above the lowest of the compared OMol25 structures with the same formula, charge and spin ... 35.9 kcal per mole
LUMO ... 0.149 hartree
Electronic energy ... -5314.273528 a.u.
Strongest force on any atom ... 2.48 eV Å⁻¹
HOMO ... -2.8 eV

Each line ends with the Löwdin charge.
Element x y z (Å)
K1 0.04212 -0.41207 -1.03349  0.756
O1 4.64910 0.28901 2.69131  -0.061
C1 3.55105 -0.07834 2.21769  -0.656
O2 2.43259 -0.07827 2.79111  -0.094
C2 3.63619 -0.70252 0.80050  -0.191
C3 4.90496 -0.82027 0.24082  -0.039
C4 5.05376 -1.47128 -0.97472  -0.074
C5 3.93287 -2.00417 -1.58887  -0.022
C6 2.69817 -1.85632 -0.96791  -0.224
N1 2.54651 -1.19845 0.18695  0.154
C7 1.45744 -2.51961 -1.61090  -0.731
O3 1.54754 -2.77919 -2.82954  -0.033
O4 0.47842 -2.71604 -0.84813  -0.166
H1 5.74310 -0.41641 0.79307  0.102
H2 6.03309 -1.57666 -1.42400  0.090
H3 3.97710 -2.53473 -2.53031  0.105
O5 -1.86796 -0.01023 0.08775  -0.236
C8 -3.01872 0.39831 -0.64827  -0.312
C9 -2.48491 1.20342 -1.92907  -0.613
O6 -3.34335 1.87004 -2.53671  -0.011
O7 -1.26792 1.01946 -2.18892  -0.172
C10 -3.91165 1.21996 0.29694  -0.135
C11 -4.38890 0.56959 1.43800  -0.027
C12 -5.12243 1.24642 2.40001  -0.092
C13 -5.40058 2.59892 2.23552  -0.117
C14 -4.94466 3.25250 1.09906  -0.090
C15 -4.20443 2.56999 0.13568  -0.026
C16 -3.79311 -0.77944 -1.23448  -0.127
C17 -3.18040 -2.01560 -1.42907  0.004
C18 -3.89812 -3.08116 -1.96285  -0.077
C19 -5.22705 -2.92494 -2.32356  -0.117
C20 -5.83339 -1.68241 -2.16577  -0.097
C21 -5.12245 -0.62117 -1.62754  -0.022
H4 -2.08894 -0.71581 0.72133  -0.005
H5 -4.16870 -0.48570 1.58352  0.121
H6 -5.47210 0.72375 3.28338  0.095
H7 -5.96553 3.14008 2.98795  0.087
H8 -5.15835 4.30557 0.95821  0.091
H9 -3.85348 3.07868 -0.75154  0.103
H10 -2.13596 -2.16211 -1.17925  0.098
H11 -3.40409 -4.03720 -2.09426  0.101
H12 -5.78714 -3.76012 -2.72620  0.085
H13 -6.86736 -1.54160 -2.45906  0.089
H14 -5.58929 0.35058 -1.51619  0.119
S1 -1.39662 -2.46329 2.29970  0.596
C22 0.17083 -3.11111 2.36187  -0.835
N2 1.16085 -2.59354 3.10478  0.027
C23 2.41845 -3.31895 3.26056  -0.167
C24 2.83535 -4.02101 1.97712  -0.157
C25 1.70006 -4.88952 1.47181  -0.178
N3 0.39424 -4.28217 1.72279  0.005
H15 1.27649 -1.57273 3.06257  0.097
H16 2.30810 -4.05338 4.06785  0.113
H17 3.17579 -2.59707 3.56225  0.116
H18 3.72396 -4.63092 2.14905  0.110
H19 3.07409 -3.26670 1.23067  0.089
H20 1.72912 -5.87063 1.95651  0.103
H21 1.80895 -5.04657 0.39697  0.116
H22 -0.31892 -4.46203 1.03668  0.097
N4 4.19882 4.00157 -4.67930  0.081
C26 3.48364 3.35861 -3.66547  -0.340
C27 4.13838 2.81824 -2.56080  -0.033
C28 3.38129 2.24939 -1.54982  -0.132
N5 2.04901 2.18351 -1.57444  0.057
C29 1.42368 2.68559 -2.64512  -0.122
C30 2.09439 3.28253 -3.70176  -0.024
H23 5.15615 3.70774 -4.76744  0.076
H24 3.72247 4.05124 -5.56263  0.077
H25 5.22333 2.83102 -2.49614  0.102
H26 3.86425 1.81928 -0.67300  0.107
H27 0.33828 2.57503 -2.65778  0.096
H28 1.54075 3.67078 -4.55077  0.104
C31 1.59258 3.01803 2.04550  -0.333
As1 0.34241 1.76181 1.17420  1.101
C32 -0.72742 3.25772 0.42581  -0.305
C33 -0.78357 1.45513 2.76804  -0.307
H29 1.02707 3.77442 2.59708  0.010
H30 2.19570 3.51131 1.27760  0.003
H31 2.25097 2.47810 2.72544  0.004
H32 -1.32812 3.73598 1.20360  0.017
H33 -1.38754 2.91089 -0.36917  -0.007
H34 -0.04984 4.00121 -0.00147  0.011
H35 -0.37969 2.00259 3.62403  0.015
H36 -0.80692 0.39400 3.01256  -0.027
H37 -1.80383 1.78945 2.57191  0.004

Atoms 1-6, force components in eV/Å:
2.47 0.05 -0.20
-0.28 0.09 -0.21
-0.12 -0.21 0.48
0.15 -0.05 -0.23
-0.18 -0.09 -0.25
0.12 -0.07 -0.15